#A
This record from OMol25 describes an isolated ion of composition C4H6N2 and charge +2. The level of theory is wB97M-V/def2-TZVPD.

Last column: Mulliken charge in e.
Element x y z (Å)
H1 0.47766 -1.51063 0.88812  0.35
N1 2.02970 0.78504 -0.01225  -0.21
C1 0.90599 1.39231 -0.00208  0.19
H2 -2.20361 -0.13129 -0.20306  0.29
C2 1.91353 -0.53320 -0.02498  0.01
H3 -2.01656 1.66966 -0.05609  0.32
C3 0.47292 -0.92285 -0.02033  -0.48
C4 -1.53488 0.75914 -0.02262  0.08
H4 2.79873 -1.07457 0.07326  0.48
H5 -0.02779 -1.52662 -0.66656  0.47
N2 -0.18300 0.41908 0.11342  0.12
H6 0.62681 2.48591 0.01293  0.38

For the HOMO energy, the calculation gives -0.80508 Ha. The value obtained for the frontier orbital gap is 8.71 eV. Its total charge is +2.

#B
This record from OMol25 describes an isolated ion of composition C4H6N2 and charge +2. The level of theory is wB97M-V/def2-TZVPD.

Last column: Mulliken charge in e.
Element x y z (Å)
C1 0.57993 -0.94653 -0.22172  -0.30
C2 -0.93612 1.44824 -0.63999  -0.32
N1 -0.20563 0.22566 -0.16753  0.09
H1 0.07773 -1.78482 -0.74336  0.37
H2 -0.70658 1.09182 1.83338  0.51
H3 1.37550 -2.11027 1.53999  0.48
C3 0.78060 -1.20075 1.25387  0.15
N2 0.39742 -0.54590 2.18035  0.01
H4 -0.34291 2.25660 -1.07570  0.29
H5 -1.94218 1.33106 -1.04466  0.29
H6 1.54246 -0.78279 -0.75018  0.36
C4 -0.63691 0.95459 0.74804  0.06

For the HOMO energy, the calculation gives -0.83268 Ha. The value obtained for the frontier orbital gap is 8.34 eV. Its total charge is +2.

Computed relative energies in units of kcal/mol: #A 0.0; #B 70.3